Below is a cluster of 4 separate species, C18H36BrO4 in total, with properties calculated with the ωB97M-V functional and the def2-TZVPD basis.

Its net charge is -1. The calculation puts the strongest force on any atom at 0.43 eV Å⁻¹. As for the energy above the lowest of the compared OMol25 structures with the same formula, charge and spin: 0.0 kJ/mol. The calculation puts the calculated total energy at -3582.36795 a.u. The value obtained for the HOMO energy is -2.04 eV.

XYZ file:
```
59
Properties=species:S:1:pos:R:3:forces:R:3:nbo_charge:R:1
C 2.510978 -3.050552 0.483204 -0.1 0.0 -0.1 -0.65
C 2.516577 -2.072774 -0.693056 0.1 0.0 0.1 -0.05
O 1.982893 -0.804974 -0.381661 0.2 0.0 0.0 -0.55
C 2.764741 -0.030711 0.527785 0.1 0.1 0.0 -0.07
C 1.919866 0.534672 1.688639 0.0 -0.1 -0.1 -0.42
C 0.401959 0.518125 1.432914 0.1 0.3 -0.2 -0.38
C -0.279506 -0.836534 1.628351 0.0 -0.2 -0.1 -0.44
C -1.773259 -0.762058 2.033951 -0.1 -0.1 0.0 -0.48
C -2.848215 -1.106201 1.007368 -0.1 0.4 0.2 -0.32
C -2.617765 -0.309418 -0.273957 0.1 0.0 -0.2 -0.70
Br -2.455925 -3.087533 0.472590 -0.1 -0.1 0.0 -0.32
H 1.582270 -2.930616 1.045536 0.1 -0.1 -0.1 0.24
H 2.552572 -4.081897 0.115644 0.0 0.1 0.0 0.21
H 3.359430 -2.902786 1.156563 -0.1 0.1 0.0 0.19
H 3.542154 -1.963623 -1.091279 -0.1 0.0 0.0 0.14
H 1.882233 -2.463087 -1.493663 0.0 0.0 0.1 0.18
H 3.598941 -0.638128 0.901827 -0.1 0.1 0.0 0.16
H 3.205113 0.803931 -0.032852 -0.1 -0.1 0.0 0.18
H 2.132300 -0.015254 2.614912 -0.1 0.0 -0.1 0.19
H 2.245979 1.569104 1.847578 0.0 -0.1 0.0 0.21
H 0.223783 0.857985 0.401809 -0.1 0.0 0.2 0.19
H -0.065761 1.264086 2.088376 0.1 -0.1 0.0 0.20
H -0.221115 -1.406726 0.696898 0.1 0.0 0.1 0.22
H 0.291939 -1.416678 2.369885 -0.1 0.1 0.0 0.18
H -1.937906 -1.372609 2.930835 0.0 0.1 -0.1 0.19
H -2.009032 0.272377 2.327798 0.1 -0.1 0.0 0.21
H -1.841390 -0.709119 -0.959783 0.0 0.1 0.2 0.16
H -3.528558 -0.196972 -0.877242 0.1 -0.1 0.1 0.19
H -2.291774 0.707939 0.004085 -0.1 -0.1 0.0 0.18
C 0.380227 4.057395 -0.949622 0.0 0.0 0.0 -0.72
C 1.577214 3.187701 -1.253921 -0.1 0.0 0.1 0.61
O 2.606515 3.299469 -0.623226 0.0 0.0 -0.2 -0.57
C 1.392392 2.174794 -2.351468 0.1 -0.1 0.1 -0.73
H 0.608177 4.724961 -0.122305 0.0 0.0 0.0 0.23
H 0.102405 4.637280 -1.832720 0.0 0.0 0.0 0.22
H -0.473901 3.427156 -0.692256 0.0 0.0 0.0 0.24
H 1.148171 2.670307 -3.293171 0.0 0.0 0.0 0.23
H 0.555978 1.518988 -2.096523 0.0 0.0 0.0 0.25
H 2.288665 1.575832 -2.481338 0.0 0.0 0.0 0.24
C 1.309378 -1.898101 -4.628225 0.0 0.0 0.0 -0.72
C 2.460139 -0.923758 -4.641803 -0.1 0.0 0.1 0.60
O 2.290345 0.257349 -4.832658 0.1 0.0 -0.1 -0.55
C 3.833297 -1.499141 -4.390130 0.0 0.0 0.0 -0.72
H 0.375573 -1.374042 -4.812558 0.0 0.0 0.0 0.24
H 1.461822 -2.671022 -5.385110 0.0 0.0 0.0 0.22
H 1.259083 -2.400212 -3.661765 0.0 0.0 0.0 0.24
H 4.065961 -2.257631 -5.140937 0.0 0.0 0.0 0.22
H 3.850116 -1.993250 -3.417452 0.0 0.0 0.0 0.24
H 4.578155 -0.707617 -4.416271 0.0 0.0 0.0 0.23
C -4.768363 0.225378 4.913647 0.0 0.0 0.0 -0.72
C -4.480683 1.264151 3.855979 0.0 -0.3 -0.2 0.61
O -3.385966 1.752606 3.727315 0.0 0.3 0.2 -0.55
C -5.623091 1.614886 2.933777 0.0 0.0 0.0 -0.72
H -3.870515 0.040876 5.497937 0.0 0.0 0.0 0.23
H -5.581025 0.558433 5.564307 0.0 0.0 0.0 0.21
H -5.087838 -0.700131 4.431236 0.0 0.0 0.0 0.24
H -6.470084 2.002262 3.506281 0.0 0.0 0.0 0.21
H -5.954421 0.714365 2.413898 0.1 0.0 0.0 0.25
H -5.291252 2.350747 2.206031 0.0 0.0 0.0 0.23
```
Forces are in eV/Å.